Formula: C14H27ClIN2O2P2Sn
Source: OMol25
Level of theory: wB97M-V/def2-TZVPD

ORCA input file:
```
! RIJCOSX wB97M-V def2-TZVPD def2/J DEFGRID3
* xyz 3 1
C 3.60747 0.31676 -0.51278
C 2.26083 -0.26677 -0.58065
H 4.29529 -0.24762 -1.17364
H 3.97786 0.26801 0.52911
H 3.58439 1.37774 -0.82695
O 1.82598 -1.23688 -1.13165
I -1.59516 2.21361 2.46703
Sn 0.72821 1.02057 0.88821
P 0.04899 2.43024 -1.10914
C -1.34650 1.87106 -2.11210
C -0.40468 4.04498 -0.41554
H -0.30897 4.81883 -1.18796
H 1.12322 3.43960 -3.00202
H 0.25642 4.28143 0.42474
H 2.30354 3.12848 -1.69889
H -2.21562 1.70089 -1.46523
H -1.43055 4.01446 -0.03255
C 1.43849 2.71779 -2.23534
H -1.60044 2.64449 -2.85062
H 1.74812 1.78931 -2.73261
H -1.11590 0.93465 -2.63538
P 1.15282 -0.69488 2.71290
C 0.08582 -2.15261 2.76898
C 2.85957 -1.30658 2.68599
H 1.33099 1.21905 4.16446
H 1.49093 -0.31679 5.07311
H -0.12008 0.27310 4.52752
C 0.94311 0.20088 4.27523
H 3.57801 -0.47715 2.71001
H 3.02266 -1.93732 3.57189
H 0.35905 -2.77801 3.63056
H 0.20941 -2.74166 1.85169
H 3.05746 -1.90802 1.78867
H -0.96806 -1.86395 2.85581
Cl 2.36756 2.62176 1.74003
N -3.09178 -3.06580 -3.78868
C -2.00878 -2.43033 -3.27079
O -0.97706 -2.22276 -3.90692
C -2.14559 -2.00662 -1.84672
C -3.24534 -2.25984 -1.00848
C -3.24822 -1.71919 0.27499
C -2.15450 -0.94626 0.67532
N -1.08422 -0.74381 -0.09402
C -1.07040 -1.27334 -1.32223
H -3.06630 -3.34575 -4.75807
H -3.96056 -3.12981 -3.29071
H -4.08680 -2.86969 -1.34405
H -4.06439 -1.85251 0.98517
H -2.16434 -0.45658 1.65799
H -0.18197 -1.07717 -1.92568
*
```

frontier orbital gap (alpha / beta)	5.2 / 3.9	eV
HOMO (alpha / beta)	-17.569 / -17.567	eV

These are the Mulliken partial charges, in e, on atoms 1 to 8:
1 C -0.90
2 C 0.54
3 H 0.42
4 H 0.21
5 H 0.21
6 O -0.29
7 I 0.33
8 Sn 0.85

Formula: C9H14
Source: OMol25
Level of theory: wB97M-V/def2-TZVPD

ORCA input file:
```
! RIJCOSX wB97M-V def2-TZVPD def2/J DEFGRID3
* xyz 0 1
C -0.83577 -1.02083 -2.40589
C -0.55366 -1.24548 -0.93228
C 0.82717 -1.65451 -0.68716
C 1.35128 -1.41750 0.61911
C 0.46146 -1.16981 1.65961
C -0.87499 -0.85519 1.48385
C -1.32827 -0.97556 0.18062
H -1.84687 -1.02698 -2.76157
H -0.27726 -1.96532 -2.90361
H -0.25419 -0.21540 -2.85587
H 1.54789 -2.17887 -1.33551
H 2.43636 -1.40961 0.72089
H 0.88544 -1.29412 2.69085
H -1.43572 -0.54670 2.31274
H -2.35812 -0.70734 0.06144
C 0.45738 2.59063 0.55391
C 0.31627 3.99384 -0.02479
H 1.31980 2.07565 0.23504
H 0.33618 2.63739 1.64073
H -0.29439 1.93361 0.12237
H 0.24363 4.81929 0.72065
H -0.51556 4.12950 -0.75787
H 1.28760 4.27540 -0.57215
*
```

frontier orbital gap	9.7	eV
SMILES	Cc1ccccc1.CC
HOMO	-8.725	eV

These are the Mulliken partial charges, in e, on atoms 1 to 8:
1 C -1.16
2 C 0.73
3 C -0.45
4 C -0.54
5 C -0.35
6 C -0.56
7 C -0.37
8 H 0.39

Formula: C26H50Cl10F12N2O14S4Zn
Source: OMol25
Level of theory: wB97M-V/def2-TZVPD

ORCA input file:
```
! RIJCOSX wB97M-V def2-TZVPD def2/J DEFGRID3
* xyz 0 1
Zn 0.18679 -0.76210 2.51350
C 1.88238 -0.35217 -1.11350
F 0.61763 -0.39018 -1.61311
F 2.19163 -1.58476 -0.57501
F 2.80529 -0.06354 -2.04975
S 2.02096 0.99611 0.31016
O 3.21349 0.69861 1.10122
O 2.06030 2.30209 -0.37572
N 0.48303 0.62521 1.29155
S -0.52947 1.76897 0.78146
O -0.57708 1.90339 -0.67995
O -1.80886 1.43611 1.35507
C -0.05483 3.48718 1.61155
F -0.91000 3.65658 2.58344
F 1.16113 3.36308 2.11950
F -0.08881 4.48309 0.67695
C -3.35685 -1.98945 0.87005
F -4.21408 -2.84522 0.33962
F -3.24016 -1.00969 -0.00296
F -3.85230 -1.48283 1.99541
S -1.61761 -2.84576 1.11430
O -1.76993 -4.24770 0.90061
O -0.73229 -2.17832 0.16346
N -1.00536 -2.23480 2.65159
S -1.54233 -3.35289 3.63711
O -2.91395 -3.76768 3.47622
O -0.51403 -4.43560 3.81475
C -1.55202 -2.41914 5.31775
F -2.18537 -3.17791 6.23422
F -0.33311 -2.20658 5.64703
F -2.25637 -1.25034 5.10366
C 0.13446 1.37960 4.84050
O 0.60855 0.06892 4.44104
C 1.99993 0.04380 4.60867
C 2.34409 -1.49730 4.32809
O 1.81040 -1.67027 3.03029
C 2.25285 -2.98279 2.53655
H 0.62088 2.23019 4.36300
H 0.07466 1.43149 5.92762
H -0.90287 1.49017 4.52455
H 2.27481 0.42366 5.59266
H 2.54955 0.67795 3.91307
H 1.89572 -2.12900 5.09491
H 3.41923 -1.66467 4.39268
H 3.33396 -3.03041 2.40597
H 1.78217 -3.10100 1.56054
H 1.86088 -3.75736 3.19572
C -5.51548 4.94809 6.75461
O -4.45215 4.35448 6.03498
C -4.54924 4.65580 4.70516
C -3.33147 4.01540 4.03724
O -3.17573 2.62378 4.25547
C -4.19644 1.75607 3.70371
H -5.47079 4.69441 7.81374
H -6.49071 4.56548 6.45352
H -5.63644 6.02850 6.67601
H -4.61284 5.73133 4.53997
H -5.41818 4.22410 4.20850
H -2.46176 4.58354 4.36727
H -3.20428 4.17786 2.96695
H -4.05380 1.87674 2.62984
H -5.19777 2.02892 4.03688
H -4.10654 0.69919 3.95473
C -1.35960 -3.02373 -2.83564
O -2.28255 -3.23363 -3.92681
C -1.95408 -2.36158 -5.03111
C -2.61178 -2.99677 -6.19227
O -4.05195 -3.10633 -6.01127
C -4.62043 -3.77955 -7.07598
H -0.37532 -3.47722 -2.95248
H -1.65279 -3.42743 -1.86655
H -1.23556 -1.95120 -2.68600
H -0.87927 -2.26722 -5.18592
H -2.30777 -1.34376 -4.86665
H -2.06699 -3.92318 -6.37413
H -2.40815 -2.31764 -7.02016
H -5.65608 -3.95500 -6.78485
H -4.16404 -4.76668 -7.14922
H -4.52954 -3.23860 -8.01789
Cl 6.09508 -1.81981 3.23281
C 6.43718 -2.21694 1.47884
C 5.72518 -1.11838 0.64160
Cl 5.83244 -1.44081 -1.11550
H 6.07185 -3.22019 1.25945
H 7.51825 -2.26123 1.34684
H 5.90864 -0.05436 0.79096
H 4.65226 -1.11835 0.83380
Cl -4.07850 1.17662 -3.83135
C -2.31569 1.28521 -3.54764
C -1.70923 2.17023 -4.66954
Cl 0.03976 2.54482 -4.36575
H -1.81460 0.31724 -3.55430
H -2.14640 1.75416 -2.57834
H -2.19228 3.12892 -4.85841
H -1.77445 1.63287 -5.61563
Cl 3.71577 2.02589 -4.34846
C 5.12345 1.09266 -4.07284
C 5.11986 -0.19868 -4.91876
Cl 6.53803 -1.31448 -4.65728
H 5.21971 0.74278 -3.04501
H 6.01072 1.70779 -4.22271
H 5.00008 -0.02989 -5.98892
H 4.27957 -0.80768 -4.58540
Cl 2.03774 5.76699 -3.86100
C 1.09973 5.35911 -2.40083
C -0.21121 6.10080 -2.30039
Cl -1.24876 5.71659 -3.70555
H 1.70818 5.55344 -1.51759
H 0.93599 4.28221 -2.44053
H -0.07694 7.16229 -2.09226
H -0.80681 5.85105 -1.42233
Cl 2.00424 -4.92448 -4.09478
C 3.29566 -3.74893 -3.98846
C 4.17075 -3.88763 -2.73231
Cl 4.74189 -5.55372 -2.49651
H 2.81747 -2.78464 -4.16046
H 3.95129 -3.89911 -4.84620
H 3.67499 -3.54795 -1.82295
H 5.05155 -3.25532 -2.84400
*
```

frontier orbital gap	9.0	eV
HOMO	-9.437	eV

These are the Mulliken partial charges, in e, on atoms 1 to 8:
1 Zn -0.65
2 C 0.33
3 F -0.07
4 F -0.13
5 F 0.06
6 S -0.07
7 O -0.47
8 O -0.39

Formula: C3H9OPS
Source: OMol25
Level of theory: wB97M-V/def2-TZVPD

ORCA input file:
```
! RIJCOSX wB97M-V def2-TZVPD def2/J DEFGRID3
* xyz 0 1
C 0.66619 -0.60647 1.45119
C -1.71822 0.99977 -0.31870
C 0.97359 0.20407 0.18651
O 0.45601 -1.04541 -1.53145
P -0.01811 1.67176 -0.16202
S 2.63335 0.36455 -0.25437
H 1.40069 -1.46945 1.38209
H -0.47086 -0.78404 1.23939
H 0.84936 0.07081 2.29480
H -2.46903 1.59699 -0.89274
H -1.99536 0.52372 0.65731
H -1.52912 0.20878 -1.14890
H 0.73328 -1.84934 -1.09544
H 0.00829 1.62622 -1.47341
H 3.02660 -0.89354 0.16967
*
```

frontier orbital gap (alpha / beta)	8.7 / 8.7	eV
HOMO (alpha / beta)	-8.789 / -8.791	eV

These are the Mulliken partial charges, in e, on atoms 1 to 8:
1 C -1.02
2 C -0.90
3 C 0.38
4 O -0.65
5 P 0.01
6 S -0.09
7 H 0.42
8 H 0.26

Formula: C32H58Cl8N6
Source: OMol25
Level of theory: wB97M-V/def2-TZVPD

ORCA input file:
```
! RIJCOSX wB97M-V def2-TZVPD def2/J DEFGRID3
* xyz 0 1
C 1.71884 -1.21042 4.21691
C 0.47695 -1.91025 4.78371
C -0.15680 -2.93731 3.89961
C 0.81124 -3.95361 3.43622
N 1.61107 -4.72778 3.20878
H 1.53169 -0.81323 3.20058
H 2.51514 -1.96282 4.12628
H 2.06356 -0.37854 4.83931
H -0.30701 -1.21709 5.10615
H 0.77727 -2.43811 5.69416
H -0.52648 -2.41978 3.01383
H -1.01890 -3.46379 4.38112
C 3.86047 -0.33098 1.46258
C 5.12218 -0.70526 2.24841
C 6.09992 0.54650 2.22038
C 6.77520 0.72737 0.94821
N 7.33212 0.91727 -0.04915
H 3.33184 0.40761 2.03951
H 3.29010 -1.25362 1.27968
H 4.10183 0.07540 0.49250
H 5.65385 -1.54086 1.78536
H 5.00872 -0.88690 3.32275
H 6.95884 0.49064 2.89419
H 5.46619 1.38146 2.47236
C 3.51106 3.99785 1.15458
C 4.30998 4.17111 -0.12925
C 3.98226 3.18775 -1.27923
C 2.62447 3.27150 -1.74139
N 1.59874 3.47519 -2.17597
H 3.79886 4.79718 1.84742
H 3.64448 3.03741 1.58087
H 2.46269 4.22507 0.90114
H 5.38170 3.99452 0.06483
H 4.28569 5.17224 -0.55330
H 4.10442 2.17841 -0.92114
H 4.57294 3.38281 -2.18069
C -0.23557 0.62911 -3.38403
C -0.48397 1.18249 -4.80267
C -1.92706 1.35736 -5.17604
C -2.66823 0.08495 -4.92196
N -3.28343 -0.85973 -4.71831
H 0.84874 0.51568 -3.27498
H -0.71650 -0.34744 -3.27813
H -0.64829 1.24418 -2.60182
H -0.03394 0.46347 -5.47869
H 0.06543 2.10546 -4.90503
H -1.96839 1.59915 -6.25369
H -2.39855 2.15021 -4.61851
C -2.31875 -4.39245 -1.21842
C -2.57984 -3.81735 -2.59801
C -4.09102 -3.49507 -2.77291
C -4.41125 -2.37500 -1.93998
N -4.63100 -1.39938 -1.36023
H -2.70883 -3.75767 -0.41049
H -1.23044 -4.46168 -1.10394
H -2.67730 -5.41501 -1.15762
H -2.27750 -4.54699 -3.34909
H -2.10938 -2.87656 -2.81800
H -4.76265 -4.31137 -2.50003
H -4.29532 -3.28661 -3.79135
C 0.81366 0.85586 0.15692
C 0.03179 -0.42108 0.11127
C -1.46083 -0.18758 0.40951
C -1.67080 0.03403 1.84618
N -1.78164 0.22218 2.98001
H 0.82179 1.20273 1.17016
H 0.35997 1.67574 -0.36764
H 1.82279 0.68284 -0.22107
H 0.39883 -1.22153 0.78958
H -0.01002 -0.79018 -0.89635
H -2.12788 -0.96817 0.01701
H -1.80392 0.72954 -0.08097
Cl 1.08050 2.92286 3.47922
C -0.54944 2.89825 4.32412
C -0.43698 1.84888 5.42501
Cl -2.00813 1.56248 6.23269
H -1.22366 2.57242 3.53555
H -0.77376 3.89482 4.70147
H 0.30118 2.04523 6.20941
H -0.14837 0.97335 4.82048
Cl -3.95811 3.14885 -2.75705
C -4.72269 1.57220 -2.23642
C -5.95899 1.76142 -1.36100
Cl -7.28973 2.56376 -2.20621
H -3.88939 1.06273 -1.79031
H -4.97919 1.00508 -3.10570
H -5.72664 2.26610 -0.44141
H -6.32042 0.78541 -1.01483
Cl 3.79177 0.03804 -2.77982
C 3.23071 -1.28123 -3.79192
C 3.30998 -0.92764 -5.23622
Cl 5.03466 -0.95701 -5.77289
H 2.18393 -1.44070 -3.48293
H 3.81071 -2.16555 -3.55474
H 2.82178 0.02800 -5.42362
H 2.81805 -1.68383 -5.83776
Cl -6.51329 0.49351 2.02392
C -4.95962 -0.47497 2.18176
C -5.26062 -1.95035 2.03578
Cl -3.79198 -2.83151 2.39585
H -4.57927 -0.26080 3.17076
H -4.29237 -0.13836 1.40987
H -5.62361 -2.13641 1.02027
H -6.00287 -2.28609 2.75469
*
```

frontier orbital gap	10.8	eV
SMILES	CCCC#N.CCCC#N.CCCC#N.CCCC#N.CCCC#N.CCCC#N.ClCCCl.ClCCCl.ClCCCl.ClCCCl
HOMO	-10.575	eV

These are the Mulliken partial charges, in e, on atoms 1 to 8:
1 C -0.78
2 C -0.56
3 C 0.53
4 C 0.03
5 N -0.50
6 H -0.12
7 H 0.48
8 H 0.39

Computed ΔE to the lowest compared entry with this formula, charge and spin, in the same sequence as the records: 0.0, 160.7, 261.4, 540.2, 7.9 kJ/mol.